[1]
A molecular structure, C5H10N2O in a non-equilibrium geometry, computed with wB97M-V/def2-TZVPD.

Structure (XYZ):
```
18
C5H10N2O wB97M-V/def2-TZVPD
C 1.25 0.67 1.68
C 0.47 0.80 0.33
C -0.94 0.14 0.54
C -1.07 -1.11 -0.35
C 0.03 -1.70 -1.09
H 1.75 -0.16 1.97
H 0.37 0.75 2.61
H 2.20 1.55 1.98
H -1.68 1.16 0.41
H -1.28 -0.22 1.49
H -2.07 -1.58 -0.29
H 1.01 -1.21 -1.18
H 0.06 -2.81 -1.53
H -1.13 1.92 -1.59
H 0.51 1.29 -2.92
N 0.88 1.32 -0.74
N -0.15 1.24 -1.76
O -0.20 -2.06 0.44
```

HOMO-LUMO gap ... 9.33 eV
Total charge ... 0


[2]
A single C5H10N2O molecule in a non-equilibrium geometry, computed with wB97M-V/def2-TZVPD.

Structure (XYZ):
```
18
C5H10N2O wB97M-V/def2-TZVPD
N 2.78 -0.76 0.14
C 1.53 -0.25 -0.47
C 0.48 0.65 0.11
N -0.46 1.58 -0.68
C -1.68 0.85 0.28
C -1.24 -0.68 0.46
O -1.96 -1.74 -0.35
C 0.06 -0.74 -0.37
H 3.57 -0.09 -0.02
H 2.62 -1.06 1.20
H 1.88 0.12 -1.49
H 0.64 0.80 1.26
H 0.00 2.53 -0.19
H -2.76 1.01 -0.22
H -1.84 1.12 1.51
H -1.14 -1.15 1.36
H -2.10 -1.33 -1.22
H -0.39 -0.87 -1.31
```

HOMO-LUMO gap ... 9.08 eV
SMILES ... N[C@@H]1[C@H]2NC[C@@H](O)[C@H]12
Total charge ... 0


[3]
A molecular structure, C5H10N2O in a non-equilibrium geometry, computed with wB97M-V/def2-TZVPD.

Structure (XYZ):
```
18
C5H10N2O wB97M-V/def2-TZVPD
C -1.88 0.59 0.27
C 0.86 0.25 0.64
C 2.11 -0.06 -0.14
C -0.35 -1.38 0.26
C -0.74 -0.18 -0.41
O -1.74 1.98 0.07
N -0.03 -2.48 0.61
N -0.45 -0.06 -1.70
H -1.48 2.13 -0.85
H 0.89 -2.72 0.99
H -1.19 0.43 -2.20
H -1.91 0.42 1.34
H -2.83 0.22 -0.17
H 0.87 -0.06 1.69
H 0.58 1.30 0.60
H 1.92 0.12 -1.20
H 2.92 0.60 0.19
H 2.45 -1.09 0.00
```

HOMO-LUMO gap ... 8.33 eV
Total charge ... 0


[4]
A single C5H10N2O molecule in a non-equilibrium geometry, computed with wB97M-V/def2-TZVPD.

Structure (XYZ):
```
18
C5H10N2O wB97M-V/def2-TZVPD
C 0.19 0.22 -0.43
C -0.34 -1.85 1.46
C -0.97 -0.09 -1.40
C 0.93 1.49 -0.85
N 1.09 -0.92 -0.43
N -0.65 -0.61 1.82
C -0.49 0.50 0.94
O -0.94 1.57 1.27
H 1.97 -0.68 0.01
H -0.77 -0.31 2.79
H 0.55 -1.75 0.26
H -0.21 -2.49 2.34
H -1.47 -1.00 -1.10
H -1.68 0.73 -1.42
H -0.55 -0.23 -2.40
H 0.24 2.34 -0.92
H 1.39 1.33 -1.82
H 1.71 1.74 -0.13
```

HOMO-LUMO gap (alpha / beta) ... 7.78 / 7.78 eV
Total charge ... 0


[5]
A single C5H10N2O molecule, computed with wB97M-V/def2-TZVPD.

Structure (XYZ):
```
18
C5H10N2O wB97M-V/def2-TZVPD
C 1.68 -0.79 -1.07
C 0.27 -1.19 -0.75
C -0.56 -0.61 0.14
N -1.70 -1.23 0.64
C -0.31 0.74 0.68
N -0.44 0.88 2.07
C -0.02 1.77 -0.13
O -0.18 1.81 -1.49
H 1.73 0.15 -1.60
H 2.27 -0.70 -0.16
H 2.14 -1.55 -1.70
H -0.05 -2.14 -1.17
H -2.44 -0.61 0.92
H -2.01 -2.05 0.13
H -0.08 0.09 2.59
H -0.08 1.75 2.43
H 0.25 2.74 0.25
H -0.48 0.94 -1.79
```

HOMO-LUMO gap ... 8.57 eV
SMILES ... C/C=C(N)\C(N)=C/O
Total charge ... 0


[6]
A single C5H10N2O molecule, computed with wB97M-V/def2-TZVPD.

Structure (XYZ):
```
18
C5H10N2O wB97M-V/def2-TZVPD
C 1.24 1.37 1.00
C 0.51 1.11 -0.30
C -0.83 0.63 -0.38
O -1.93 1.36 -0.80
C -0.88 -0.68 0.02
N -1.94 -1.39 0.59
C 0.45 -1.19 -0.13
N 0.92 -1.67 -1.36
H 2.32 1.18 0.90
H 0.86 0.74 1.80
H 1.13 2.41 1.32
H 0.83 1.78 -1.11
H -1.73 2.29 -0.69
H -1.80 -2.37 0.74
H -2.48 -0.93 1.30
H 0.91 -1.74 0.70
H 1.93 -1.71 -1.44
H 0.50 -1.19 -2.15
```

HOMO-LUMO gap ... 7.96 eV
SMILES ... C/C=C(O)\C(N)=C/N
Total charge ... 0


[7]
2 unconnected molecules or ions with the total composition C5H10N2O in a non-equilibrium geometry, computed with wB97M-V/def2-TZVPD.

Structure (XYZ):
```
18
C5H10N2O wB97M-V/def2-TZVPD
O -1.84 -1.41 -1.31
C -2.20 -0.25 -1.11
C -1.47 0.77 -0.50
C 0.00 0.67 -0.37
C 0.57 -0.66 0.17
C -0.75 -0.68 1.53
N 0.30 -1.46 1.42
N 2.85 0.55 -0.12
H -3.26 0.04 -1.38
H -1.96 1.72 -0.32
H 0.40 1.45 0.30
H 0.58 0.82 -1.29
H 1.68 -0.33 0.25
H 0.52 -1.44 -0.60
H -0.75 0.23 2.14
H -1.72 -1.02 1.12
H 3.70 0.85 -0.62
H 3.34 0.15 0.69
```

HOMO-LUMO gap ... 5.03 eV
Total charge ... 0


[8]
A single C5H10N2O molecule in a non-equilibrium geometry, computed with wB97M-V/def2-TZVPD.

Structure (XYZ):
```
18
C5H10N2O wB97M-V/def2-TZVPD
N 0.07 1.33 -1.00
C 0.55 0.42 -0.08
C -0.38 0.43 1.02
C -1.67 -0.12 0.31
N -0.90 -1.11 -0.85
C 0.37 -1.04 -0.34
C 1.75 -0.22 -0.53
O 2.96 -0.32 0.33
H -0.64 0.94 -1.47
H -0.22 2.18 -0.29
H -0.09 -0.28 1.92
H -1.11 1.19 1.71
H -2.43 -1.03 0.70
H -2.28 0.83 -0.32
H -1.31 -2.15 -0.35
H 0.58 -1.55 0.56
H 1.62 -0.17 -1.72
H 3.15 0.65 0.42
```

HOMO-LUMO gap ... 8.85 eV
SMILES ... N[C@@]12CCN[C@H]1[C@@H]2O
Total charge ... 0